{"formula": "C37H78BF3N5O7S", "method": "the ωB97M-V functional and the def2-TZVPD basis", "gap_ev": 7.48, "multiplicity": 1, "charge": 1, "energy_ha": -2979.33280, "species": ["C", "C", "C", "C", "C", "C", "C", "C", "C", "C", "C", "C", "C", "C", "C", "C", "C", "C", "C", "C", "F", "F", "F", "C", "S", "N", "B", "C", "O", "C", "C", "O", "C", "N", "N", "O", "H", "H", "H", "H", "H", "H", "H", "H", "H", "H", "H", "H", "H", "H", "H", "H", "H", "H", "H", "H", "H", "H", "H", "H", "H", "H", "H", "H", "H", "H", "H", "H", "H", "H", "H", "H", "H", "H", "H", "H", "H", "H", "H", "H", "H", "H", "H", "H", "C", "O", "C", "C", "N", "C", "C", "O", "C", "H", "H", "H", "H", "H", "H", "H", "H", "H", "H", "H", "H", "H", "H", "H", "C", "O", "C", "C", "N", "C", "C", "O", "C", "H", "H", "H", "H", "H", "H", "H", "H", "H", "H", "H", "H", "H", "H", "H"], "positions_angstrom": [[-0.2394, -3.6488, 2.1325], [0.8363, -3.0904, 3.0719], [1.3686, -1.7370, 2.5886], [1.9965, -0.8874, 3.7016], [3.4203, -0.4345, 3.3799], [3.4573, 0.7856, 2.4470], [4.4555, 0.6394, 1.3070], [4.5977, 1.9318, 0.4937], [3.7289, 1.9846, -0.7528], [4.1967, 1.0349, -1.8505], [3.1940, 0.8572, -2.9989], [2.4342, -0.4836, -3.0684], [2.1926, -1.2315, -1.7715], [1.2652, -0.5716, -0.7370], [0.2682, 0.4298, -1.2859], [-0.6543, 0.9129, -0.1741], [-1.7089, -0.1568, 0.2052], [-3.1618, 0.3587, 0.1798], [-4.1124, -0.2145, -0.8660], [-4.5691, -1.6243, -0.4589], [-5.5049, -1.5304, 0.5008], [-3.5385, -2.3338, 0.0403], [-5.0511, -2.3070, -1.5069], [-5.3311, 0.7720, -0.9392], [-6.8349, 0.1204, -1.7814], [-5.0335, 2.0259, -1.5736], [-5.1234, 3.2397, -0.7605], [-6.3534, 3.5016, 0.1703], [-4.1164, 4.1742, -0.7912], [-4.1553, 2.0498, -2.7251], [-3.0272, 1.0412, -2.7081], [-2.5433, 0.8393, -4.0363], [-1.3702, 1.3606, -4.2639], [-0.3124, 1.8104, -4.5025], [-3.5710, -0.2651, -2.2646], [-2.6323, -1.2772, -2.4822], [-0.0724, -4.6886, 1.8878], [-0.2359, -3.0883, 1.2014], [-1.2220, -3.5269, 2.5751], [0.4725, -2.9576, 4.0832], [1.6752, -3.7774, 3.0967], [2.0819, -1.9041, 1.7866], [0.5225, -1.1903, 2.1732], [2.0371, -1.4952, 4.5998], [1.4003, 0.0009, 3.8764], [3.9676, -1.2690, 2.9568], [3.8600, -0.1440, 4.3234], [3.7464, 1.6602, 3.0220], [2.4554, 0.9932, 2.0737], [4.1399, -0.1934, 0.6822], [5.4175, 0.3756, 1.7370], [4.2730, 2.7298, 1.1563], [5.6293, 2.1438, 0.2376], [3.8188, 2.9914, -1.1532], [2.6795, 1.8508, -0.5005], [5.0725, 1.5181, -2.2726], [4.5490, 0.0951, -1.4414], [2.5259, 1.7119, -3.0118], [3.7616, 0.9249, -3.9195], [3.0143, -1.1346, -3.7149], [1.4938, -0.3031, -3.5787], [3.1240, -1.4976, -1.2862], [1.7258, -2.1751, -2.0430], [0.6827, -1.3753, -0.2915], [1.8321, -0.1507, 0.0842], [-0.2915, -0.0493, -2.0841], [0.7996, 1.2926, -1.6715], [-1.1635, 1.8304, -0.4685], [-0.0650, 1.1399, 0.7069], [-1.5010, -0.4294, 1.2325], [-1.5590, -1.0657, -0.3549], [-3.6326, 0.1454, 1.1324], [-3.1262, 1.4393, 0.1185], [-5.5798, 0.9575, 0.0930], [-7.3413, -0.7130, -0.8670], [-6.2978, 2.7868, 0.9915], [-6.2516, 4.4723, 0.6317], [-7.3040, 3.3950, -0.3352], [-3.2430, 3.7881, -0.6967], [-3.7153, 3.0266, -2.8666], [-4.7227, 1.8600, -3.6399], [-2.2176, 1.3933, -2.0814], [-4.3751, -0.4781, -2.8922], [-3.0633, -1.8576, -3.1575], [3.8737, 4.3566, 9.5914], [4.9383, 4.5309, 8.6778], [6.2297, 4.3003, 9.2287], [6.8547, 3.0475, 8.6566], [6.1659, 1.8506, 9.1210], [6.5452, 0.6217, 8.4303], [6.2704, 0.5136, 6.9344], [4.8968, 0.4548, 6.5881], [4.2509, 1.7141, 6.4977], [2.9676, 4.7192, 9.1090], [3.7274, 3.3038, 9.8577], [4.0366, 4.9349, 10.5052], [6.1895, 4.2553, 10.3203], [6.8539, 5.1541, 8.9523], [7.9018, 2.9983, 8.9689], [6.8333, 3.1419, 7.5621], [5.1701, 1.9854, 9.0140], [6.0125, -0.1966, 8.9204], [7.6124, 0.4480, 8.5984], [6.6948, -0.4363, 6.5997], [6.7749, 1.2969, 6.3562], [4.9268, 2.5028, 6.1592], [3.8055, 1.9915, 7.4564], [3.4381, 1.6195, 5.7747], [-6.2745, -4.7773, -8.4473], [-4.8923, -5.0162, -8.2526], [-4.0418, -4.3394, -9.1703], [-3.2455, -3.2617, -8.4702], [-4.1051, -2.1615, -8.0463], [-3.4715, -1.2092, -7.1470], [-2.9897, -1.7117, -5.7954], [-4.0314, -2.1004, -4.8849], [-4.5353, -3.4305, -5.0978], [-6.8180, -5.4695, -7.8073], [-6.5590, -3.7542, -8.1740], [-6.5661, -4.9612, -9.4840], [-4.6102, -3.9292, -10.0086], [-3.3429, -5.0777, -9.5704], [-2.4831, -2.8761, -9.1520], [-2.7314, -3.7378, -7.6232], [-4.9227, -2.5442, -7.5902], [-4.1959, -0.4096, -6.9650], [-2.6215, -0.7523, -7.6612], [-2.4922, -0.8746, -5.2886], [-2.2584, -2.5224, -5.8818], [-3.7567, -4.0940, -5.4748], [-5.3764, -3.4208, -5.7900], [-4.8935, -3.8124, -4.1481]], "forces_ev_per_angstrom": [[0.15, 0.31, 0.24], [0.27, 0.25, -0.57], [-0.48, 0.17, 0.40], [0.64, -0.48, -0.48], [-0.72, 0.55, 0.19], [0.29, -0.35, 0.04], [-0.05, 0.33, 0.02], [-0.56, -0.21, 0.31], [0.37, 0.08, -0.03], [-0.08, 0.49, -0.21], [0.39, -0.33, 0.13], [0.42, 0.51, 0.13], [-0.59, -0.02, 0.08], [-0.08, -0.52, -0.26], [0.48, 0.37, 0.58], [-0.50, -0.74, -0.39], [0.30, 0.59, 0.67], [0.75, -0.57, -0.11], [-0.56, 1.16, 0.18], [0.66, -0.46, 0.26], [0.31, -0.16, -0.39], [-0.64, 0.22, -0.14], [-0.10, -0.03, 0.24], [-0.94, -0.56, -0.38], [-0.13, 0.28, -0.55], [1.57, 0.46, 0.76], [-0.44, 0.27, 0.21], [0.62, -0.23, -0.15], [-0.08, -0.12, 0.16], [-0.65, -0.56, -0.70], [0.10, 0.86, -0.05], [-0.16, 0.34, 0.37], [2.49, 0.92, -0.64], [-2.53, -1.03, 0.57], [-0.11, -0.57, -0.77], [-0.06, -0.29, 0.15], [-0.12, -0.29, 0.02], [0.00, 0.02, -0.26], [-0.26, -0.13, -0.01], [-0.20, -0.21, 0.23], [0.16, -0.19, 0.30], [0.08, 0.05, -0.25], [-0.07, 0.10, -0.27], [-0.14, 0.08, 0.34], [-0.26, 0.10, 0.33], [0.28, -0.18, -0.03], [0.55, -0.17, 0.20], [-0.03, 0.24, 0.17], [-0.19, 0.04, -0.28], [0.09, -0.21, -0.21], [0.17, -0.18, 0.07], [0.12, 0.36, 0.07], [0.26, -0.08, -0.15], [-0.23, 0.25, -0.13], [-0.20, -0.19, 0.12], [0.36, -0.08, -0.05], [-0.07, -0.29, 0.05], [-0.28, 0.13, 0.05], [-0.01, 0.12, -0.32], [0.03, -0.25, -0.12], [-0.25, -0.07, -0.16], [0.26, -0.04, 0.04], [0.01, -0.27, -0.12], [-0.02, -0.18, 0.28], [0.13, 0.36, 0.11], [-0.19, 0.08, -0.28], [0.06, 0.10, -0.40], [0.02, 0.32, 0.03], [0.17, 0.26, 0.11], [-0.07, -0.26, 0.23], [-0.08, -0.14, -0.30], [-0.22, -0.09, 0.18], [-0.24, 0.27, -0.18], [-0.21, 0.03, 0.24], [0.26, -0.11, 0.15], [-0.27, -0.18, 0.19], [-0.15, 0.33, 0.03], [-0.27, -0.08, 0.02], [0.31, 0.18, -0.39], [0.04, 0.31, 0.14], [-0.14, -0.14, -0.16], [0.22, -0.60, 0.32], [-0.03, 0.02, 0.13], [0.10, 0.04, -0.27], [0.01, 0.04, -0.09], [-0.09, -0.10, 0.11], [0.19, 0.17, -0.12], [-0.17, -0.14, -0.01], [0.03, 0.05, -0.17], [-0.14, 0.01, 0.20], [0.19, -0.24, -0.09], [0.01, 0.26, -0.06], [-0.17, -0.28, 0.04], [0.01, 0.01, -0.03], [0.01, 0.02, 0.09], [-0.01, -0.03, 0.04], [-0.06, -0.08, 0.01], [-0.01, 0.02, 0.02], [0.02, -0.02, -0.01], [0.11, 0.08, 0.00], [-0.04, 0.01, 0.04], [0.04, -0.05, -0.01], [0.03, 0.02, -0.04], [-0.01, -0.01, -0.01], [-0.07, 0.10, 0.06], [0.04, 0.02, 0.07], [0.04, 0.19, -0.03], [0.02, -0.03, -0.02], [0.06, -0.09, 0.04], [-0.15, 0.16, 0.03], [0.20, -0.19, -0.05], [-0.12, 0.09, 0.09], [0.13, -0.12, 0.17], [-0.40, 0.02, -0.09], [0.44, 0.37, 0.20], [0.23, -0.17, 0.42], [-0.14, 0.13, 0.03], [0.03, -0.02, 0.02], [-0.03, 0.02, -0.09], [-0.03, 0.04, -0.02], [-0.06, 0.07, 0.05], [-0.02, -0.02, -0.02], [0.01, 0.02, 0.01], [0.10, -0.05, -0.09], [-0.06, 0.02, -0.10], [0.06, 0.05, 0.01], [0.07, -0.03, 0.03], [-0.04, -0.41, -0.34], [-0.11, -0.04, -0.03], [0.01, 0.05, -0.05], [0.06, -0.03, -0.05], [-0.01, 0.02, 0.19]]}